[1]
33
Properties=species:S:1:pos:R:3:nbo_charge:R:1 method="wB97M-V/def2-TZVPD" charge=+1 total_energy_ev=-33761.3142
C -0.2131 -3.5672 -0.2665 -0.417
C 0.4230 -2.4333 -0.9905 -0.235
C 0.6528 -0.9087 -0.3487 -0.576
S 0.8522 -1.0250 1.5333 0.251
P 0.7255 0.8942 2.4778 0.674
C 2.4743 1.3122 3.1297 -0.715
C 3.5537 1.2212 1.8708 -0.641
C 0.0198 2.2476 1.3304 -0.720
C -1.6120 1.9754 1.2165 -0.643
H -0.4082 -3.6097 0.9069 0.205
H -0.5759 -4.5346 -0.8605 0.254
H 0.7552 -2.6394 -2.1181 0.263
H -0.2163 -0.1825 -0.6746 0.310
H 1.6677 -0.4948 -0.8212 0.281
H -0.2369 -1.7760 2.0817 0.233
H 2.5421 2.3110 3.7367 0.288
H 2.7876 0.4290 3.8693 0.261
H 4.4835 1.9304 2.0048 0.252
H 2.9350 1.4555 0.8984 0.196
H 3.9558 0.1167 1.7502 0.224
H 0.1565 3.2889 1.8581 0.279
H 0.4848 2.2887 0.2574 0.245
H -2.1837 2.8745 0.6887 0.255
H -2.1250 1.8677 2.2817 0.231
H -1.7864 0.9696 0.6233 0.233
C -2.3731 -0.2523 -2.8516 0.774
O -2.3356 0.3358 -1.7823 -0.706
N -2.5452 0.3824 -4.0251 -0.832
N -2.2456 -1.5877 -2.9520 -0.842
H -2.5789 -0.0845 -4.9156 0.397
H -2.6454 1.3886 -3.9941 0.415
H -2.1142 -2.1038 -2.0919 0.411
H -2.2739 -2.0898 -3.8233 0.397

---

[2]
42
Properties=species:S:1:pos:R:3:mulliken_charge:R:1 method="wB97M-V/def2-TZVPD" charge=-2 total_energy_ev=-246966.0709
Pd 2.8473 0.2445 0.8801 -1.132
Se 3.0235 1.1109 -1.4766 -0.131
Se 3.8476 -0.2321 -3.1260 -0.617
Te 3.9412 -1.0244 3.0142 -0.399
Se 3.1214 -2.1341 0.8933 -0.465
C -0.5203 -2.8282 -3.5473 -0.385
C -1.4153 -1.9272 -2.9855 -0.776
C -1.0123 -1.1247 -1.9276 0.012
C 0.2769 -1.2000 -1.3985 0.673
C 1.1640 -2.1005 -1.9880 -0.587
C 0.7720 -2.9056 -3.0482 -0.921
Si 0.7129 -0.1168 0.0910 1.669
C -0.1652 -0.8835 1.5930 0.807
C 0.1062 -0.4288 2.8859 -0.348
C -0.5506 -0.9524 3.9904 -0.826
C -1.5022 -1.9506 3.8259 -0.408
C -1.7830 -2.4164 2.5485 -0.653
C -1.1193 -1.8878 1.4500 -0.562
C -0.2498 1.5123 -0.2110 0.565
C -0.2872 2.0968 -1.4786 -0.074
C -0.9996 3.2595 -1.7251 -0.652
C -1.6944 3.8834 -0.6994 -0.378
C -1.6684 3.3264 0.5715 -0.582
C -0.9576 2.1561 0.8058 -0.100
H -0.8256 -3.4529 -4.3798 0.335
H -2.4246 -1.8449 -3.3731 0.363
H -1.7202 -0.4185 -1.5055 0.450
H 2.1912 -2.1583 -1.6482 0.107
H 1.4976 -3.5738 -3.4962 0.366
H 0.8576 0.3390 3.0333 0.284
H -0.3029 -0.5880 4.9806 0.382
H -2.0123 -2.3674 4.6872 0.327
H -2.5159 -3.2025 2.4015 0.353
H -1.3465 -2.2826 0.4644 0.296
H 0.2690 1.6357 -2.2868 0.357
H -0.9919 3.6922 -2.7188 0.328
H -2.2363 4.8034 -0.8869 0.327
H -2.1957 3.8082 1.3872 0.341
H -0.9520 1.7471 1.8074 0.215
S 2.5972 2.4287 1.9100 -0.393
C 2.2332 3.5632 0.7285 0.436
N 1.9900 4.3948 -0.0426 -0.607

---

[3]
18
Properties=species:S:1:pos:R:3:nbo_charge:R:1 method="wB97M-V/def2-TZVPD" charge=+1 smiles="C=[N+]=CC(C)(C)N" total_energy_ev=-8334.7652
C 0.6281 1.1661 -0.0508 0.222
C 2.2915 -0.4051 0.0339 0.076
C -0.4387 0.0387 -0.0576 0.024
C -1.2164 0.2996 -1.3377 -0.641
C -1.2452 0.2364 1.2729 -0.635
N 1.7914 0.8172 0.1027 -0.363
N 0.3946 -1.1763 -0.0627 -0.712
H 0.3434 2.1928 -0.0015 0.234
H 2.6756 -0.9715 -0.8665 0.249
H 2.8743 -0.7256 0.8844 0.230
H -0.7695 1.1045 -1.7957 0.222
H -2.3049 0.5964 -1.1996 0.258
H -1.3321 -0.4727 -2.1093 0.249
H -0.4552 0.1310 2.1130 0.214
H -2.0452 -0.5885 1.4206 0.252
H -1.7367 1.2206 1.4895 0.262
H 0.0739 -1.8805 -0.7586 0.437
H 0.4712 -1.5829 0.9229 0.423

---

[4]
17
Properties=species:S:1:pos:R:3:nbo_charge:R:1 method="wB97M-V/def2-TZVPD" smiles="C[C@@H](O)CCC=O" total_energy_ev=-9441.8662
C -2.2420 -0.3687 -0.1529 -0.629
C -0.7569 -0.4011 -0.4931 0.102
O -0.4023 0.6668 -1.3568 -0.724
C 0.1238 -0.4241 0.7602 -0.432
C 1.6066 -0.3268 0.4161 -0.516
C 2.0563 1.0732 0.0700 0.467
O 1.4551 2.0821 0.3644 -0.556
H -2.5392 -1.2546 0.4199 0.209
H -2.4818 0.5187 0.4462 0.203
H -2.8337 -0.3315 -1.0722 0.221
H -0.5460 -1.3047 -1.0808 0.167
H -0.3854 1.4780 -0.8275 0.475
H -0.1469 0.4144 1.4155 0.217
H -0.0740 -1.3455 1.3204 0.216
H 1.8728 -0.9929 -0.4148 0.226
H 2.2313 -0.6437 1.2652 0.239
H 3.0277 1.1424 -0.4616 0.113